C10H21Cl3IO3P2Sn | the ωB97M-V functional and the def2-TZVPD basis

Geometry as XYZ:
```
41
Properties=species:S:1:pos:R:3:lowdin_charge:R:1
C 1.092 0.009 -3.095 -0.257
I -3.004 -0.376 -2.537 0.954
H 2.097 0.077 -2.659 0.047
H 0.861 0.890 -3.735 0.026
H 0.969 -0.920 -3.683 0.021
Sn -0.440 -0.104 -1.588 0.719
P 0.152 2.389 -0.694 0.791
C -1.470 3.207 -0.681 -0.239
C 0.900 3.023 0.848 -0.192
H 1.311 4.029 0.678 0.094
H 0.883 4.426 -1.706 0.085
H 1.697 2.342 1.173 0.065
H 2.150 3.169 -1.814 0.080
H -2.040 2.820 0.172 0.051
H 0.149 3.070 1.647 0.059
C 1.075 3.368 -1.919 -0.214
H -1.304 4.286 -0.558 0.088
H 0.771 3.138 -2.945 0.057
H -2.033 3.024 -1.602 0.053
P 0.118 -2.450 -0.288 0.796
C -1.444 -3.390 -0.253 -0.234
C 1.182 -3.551 -1.278 -0.213
H 1.643 -2.177 1.588 0.061
H 1.043 -3.868 1.455 0.098
H 0.017 -2.581 2.149 0.032
C 0.767 -2.804 1.381 -0.203
H 2.236 -3.282 -1.134 0.079
H 1.021 -4.577 -0.927 0.082
H -1.193 -4.450 -0.138 0.086
H -2.020 -3.244 -1.171 0.034
H 0.946 -3.494 -2.346 0.063
H -2.052 -3.058 0.594 0.052
C -2.060 -0.151 0.586 -0.186
O -2.964 -0.670 1.067 0.169
Cl -0.632 1.687 4.677 0.756
C -0.092 0.161 3.938 -1.481
Cl 1.572 -0.211 4.360 0.759
Cl -1.155 -1.192 4.416 0.692
C -0.187 0.392 2.367 -0.717
O -1.306 0.952 2.048 0.028
O 0.747 0.091 1.603 -0.042
```

Its spin multiplicity is 1. The LUMO energy (spin up / spin down) comes out at -14.0373 / -15.0711 eV. The frontier orbital gap (spin up / spin down) comes out at 0.19070 / 0.15662 hartree. The charge is +3. The value obtained for the total energy is -86896.949 eV. The relative energy (zero: lowest compared OMol25 entry of this formula, charge and spin) comes out at 3.933 eV.